Record 1
Below is a structure of composition C43H33F6HfN3O7P2S2, with properties calculated with ωB97M-V with the def2-TZVPD basis set.

```
97
C43H33F6HfN3O7P2S2, DFT ωB97M-V with the def2-TZVPD basis set
Hf 0.225 -0.151 -0.021
O 2.672 -1.653 -0.338
C 3.332 -2.144 0.794
C 4.709 -2.151 0.913
C 5.278 -2.699 2.055
C 4.487 -3.226 3.066
C 3.109 -3.164 2.953
C 2.522 -2.612 1.820
P 0.742 -2.362 1.671
C 0.267 -1.848 3.345
C 1.088 -0.958 4.047
C 0.694 -0.486 5.288
C -0.516 -0.898 5.838
C -1.333 -1.771 5.142
C -0.951 -2.241 3.892
C -0.038 -3.949 1.324
C -0.203 -4.901 2.332
C -0.720 -6.148 2.023
C -1.060 -6.458 0.712
C -0.878 -5.525 -0.297
C -0.367 -4.271 0.006
C 3.425 -1.636 -1.519
C 4.122 -2.754 -1.935
C 4.890 -2.666 -3.084
C 4.948 -1.479 -3.811
C 4.192 -0.391 -3.413
C 3.420 -0.462 -2.253
P 2.151 0.756 -1.859
C 2.885 2.287 -1.266
C 2.099 3.441 -1.244
C 2.614 4.612 -0.714
C 3.906 4.630 -0.194
C 4.680 3.480 -0.207
C 4.171 2.304 -0.743
C 1.411 1.062 -3.477
C 1.687 2.190 -4.240
C 1.154 2.301 -5.517
C 0.364 1.285 -6.036
C 0.106 0.145 -5.285
C 0.627 0.034 -4.008
H 5.339 -1.758 0.128
H 6.355 -2.715 2.147
H 4.942 -3.666 3.942
H 2.481 -3.527 3.756
H 2.041 -0.649 3.632
H 1.341 0.184 5.838
H -0.815 -0.541 6.815
H -2.278 -2.086 5.563
H -1.606 -2.904 3.345
H 0.061 -4.667 3.355
H -0.856 -6.881 2.805
H -1.463 -7.434 0.478
H -1.133 -5.773 -1.318
H -0.218 -3.547 -0.784
H 4.081 -3.668 -1.357
H 5.445 -3.532 -3.418
H 5.553 -1.420 -4.704
H 4.175 0.510 -4.012
H 1.092 3.425 -1.660
H 2.017 5.513 -0.719
H 4.311 5.547 0.211
H 5.687 3.499 0.188
H 4.780 1.408 -0.766
H 2.314 2.979 -3.843
H 1.361 3.181 -6.109
H -0.047 1.376 -7.031
H -0.500 -0.652 -5.694
H 0.445 -0.871 -3.429
F -4.266 2.339 -1.359
C -3.049 2.777 -1.120
F -2.769 2.663 0.170
F -2.923 4.041 -1.481
S -1.807 1.776 -2.124
O -0.742 1.481 -1.110
O -1.421 2.567 -3.229
N -2.504 0.426 -2.539
S -2.614 -0.646 -1.408
O -1.243 -1.250 -1.155
O -3.252 -0.248 -0.199
C -3.534 -2.032 -2.217
F -2.884 -2.410 -3.304
F -3.577 -3.032 -1.350
F -4.744 -1.625 -2.533
C 1.377 3.311 3.120
N 0.241 2.399 2.927
C -0.914 2.515 3.708
C -1.954 1.696 3.570
C -1.922 0.603 2.595
O -2.734 -0.274 2.511
N -0.762 0.620 1.772
C 0.251 1.465 1.990
O 1.249 1.278 1.171
H 1.664 3.309 4.169
H 1.100 4.320 2.820
H 2.211 2.974 2.511
H -0.882 3.314 4.435
H -2.831 1.789 4.192
```

Values from the calculation:
Frontier orbital gap in eV: 7.9
Energy in eV: -121779.4861
Energy relative to the best compared isomer or geometry (same formula, charge and spin) in eV: 0.000
Net charge: +2

Atomic partial charges in e from the Mulliken method, atoms 1 to 5: atom 1 (Hf): 1.09, atom 2 (O): 1.48, atom 3 (C): 0.26, atom 4 (C): -0.45, atom 5 (C): -0.91

=====

Record 2
Below is a structure of composition C43H34Cl2LuNP2Si, with properties calculated with ωB97M-V with the def2-TZVPD basis set.

```
84
C43H34Cl2LuNP2Si, DFT ωB97M-V with the def2-TZVPD basis set
Lu 13.296 7.885 8.379
C 12.303 11.729 8.132
Si 13.781 10.839 8.872
C 13.810 11.378 10.735
C 14.173 12.638 11.123
C 14.188 13.105 12.477
C 13.538 12.299 13.369
C 13.112 11.015 13.063
C 13.252 10.550 11.745
P 12.857 8.852 11.268
C 13.930 7.936 12.440
C 13.539 6.643 12.840
C 14.469 5.738 13.234
C 15.781 6.084 13.390
C 16.185 7.370 13.041
C 15.262 8.278 12.517
C 11.096 8.751 11.846
C 10.737 8.744 13.172
C 9.408 8.760 13.512
C 8.412 8.846 12.574
C 8.770 9.029 11.229
C 10.099 8.922 10.833
C 15.413 11.476 8.161
C 15.366 12.512 7.197
C 16.425 12.906 6.411
C 17.626 12.207 6.577
C 17.763 11.182 7.491
C 16.659 10.814 8.330
P 16.897 9.359 9.423
C 16.054 8.021 8.676
C 15.800 6.827 9.462
C 15.107 5.739 8.897
C 14.678 5.822 7.562
C 14.955 6.983 6.764
C 15.674 8.099 7.311
C 18.578 8.734 9.300
C 19.035 8.019 8.166
C 20.342 7.604 8.085
C 21.201 7.787 9.163
C 20.684 8.392 10.365
C 19.426 8.932 10.390
H 11.939 12.639 8.639
H 11.451 11.019 7.942
H 12.680 12.043 7.177
H 14.504 13.338 10.377
H 14.489 14.092 12.808
H 13.444 12.586 14.434
H 12.496 10.466 13.799
H 12.458 6.383 12.891
H 14.060 4.789 13.496
H 16.374 5.312 13.876
H 17.211 7.680 13.163
H 15.560 9.227 12.138
H 11.487 8.779 13.879
H 9.154 8.652 14.568
H 7.417 8.827 12.933
H 7.995 9.384 10.586
H 10.368 8.886 9.793
H 14.427 12.954 6.931
H 16.356 13.652 5.591
H 18.459 12.545 5.894
H 18.639 10.625 7.691
H 16.197 6.744 10.452
H 15.004 4.823 9.492
H 14.110 5.024 7.132
H 14.729 7.050 5.690
H 15.934 9.007 6.657
H 18.292 7.783 7.364
H 20.775 7.146 7.159
H 22.253 7.458 9.083
H 21.370 8.403 11.255
H 18.977 9.380 11.273
Cl 11.965 5.549 8.956
C 10.483 6.196 8.179
C 9.321 5.549 8.445
C 8.110 6.003 7.901
C 8.046 7.144 7.134
C 9.258 7.861 6.924
Cl 9.174 9.454 6.216
C 10.565 7.293 7.305
N 11.645 7.953 7.035
H 9.329 4.677 9.026
H 7.192 5.501 8.205
H 7.092 7.479 6.740
```

Values from the calculation:
Frontier orbital gap in eV: 5.1
Energy in eV: -131751.2145

Atomic partial charges in e from the Mulliken method, atoms 1 to 5: atom 1 (Lu): 1.29, atom 2 (C): -1.20, atom 3 (Si): 1.43, atom 4 (C): 0.36, atom 5 (C): -0.14

=====

Record 3
Below is a structure of composition C43H34F9N5O4PTe2Zr, with properties calculated with ωB97M-V with the def2-TZVPD basis set.

```
99
C43H34F9N5O4PTe2Zr, DFT ωB97M-V with the def2-TZVPD basis set
Zr 0.895 0.219 -0.738
O 0.106 1.554 -2.098
C 0.806 2.683 -1.932
N 1.866 2.997 -2.539
C 2.610 2.019 -3.190
O 2.974 2.047 -4.331
C 3.123 0.898 -2.205
C 4.559 0.619 -2.446
C 5.453 0.721 -1.458
C 5.050 1.030 -0.095
C 3.745 1.175 0.154
N 2.772 1.066 -0.828
C 0.435 3.365 -0.654
C 0.261 4.709 -0.406
C 0.049 5.107 0.904
C 0.073 4.157 1.915
C 0.276 2.833 1.576
N 0.421 2.436 0.309
H 4.850 0.414 -3.466
H 6.503 0.573 -1.679
H 5.778 1.139 0.694
H 3.361 1.376 1.149
H 0.296 5.418 -1.221
H -0.116 6.150 1.136
H -0.058 4.439 2.950
H 0.326 2.055 2.328
C 0.982 -0.889 4.018
O 0.379 -1.809 3.077
C 0.304 -1.418 1.835
O 0.704 -0.301 1.446
N -0.233 -2.342 1.027
N -0.234 -2.091 -0.351
H 0.974 -1.412 4.967
H 0.387 0.019 4.075
H 1.999 -0.661 3.709
H -0.482 -3.251 1.388
H -1.178 -2.195 -0.723
H 0.378 -2.761 -0.823
C 4.026 -3.135 1.632
Te 2.977 -2.471 -0.142
C 4.919 -2.681 -1.002
C 5.580 -3.762 -0.199
C 6.617 -4.524 -0.726
C 7.221 -5.508 0.043
C 6.786 -5.737 1.341
C 5.750 -4.981 1.869
C 5.145 -3.988 1.104
H 3.365 -3.686 2.299
H 4.405 -2.255 2.156
H 5.423 -1.722 -0.910
H 4.811 -2.928 -2.055
H 6.948 -4.350 -1.743
H 8.022 -6.102 -0.376
H 7.247 -6.511 1.940
H 5.406 -5.164 2.880
F -5.334 6.490 -0.393
C -4.006 6.350 -0.519
F -3.441 7.037 0.491
F -3.642 6.942 -1.661
C -3.599 4.901 -0.474
C -3.118 4.260 -1.606
C -2.726 2.933 -1.526
C -2.825 2.239 -0.318
C -3.339 2.886 0.802
C -3.722 4.216 0.723
P -2.173 0.530 -0.318
C -2.844 -0.284 1.173
C -2.435 0.210 2.413
C -2.776 -0.442 3.589
C -3.502 -1.619 3.530
C -3.914 -2.128 2.306
C -3.592 -1.461 1.134
C -3.828 -2.389 4.784
F -3.157 -3.555 4.810
F -5.130 -2.681 4.859
F -3.492 -1.711 5.889
C -3.083 -0.203 -1.717
C -4.480 -0.241 -1.747
C -5.138 -0.767 -2.842
C -4.403 -1.253 -3.920
C -3.021 -1.200 -3.915
C -2.362 -0.670 -2.811
C -5.130 -1.789 -5.130
F -6.279 -2.387 -4.788
F -5.433 -0.800 -5.985
F -4.388 -2.682 -5.797
H -3.037 4.797 -2.541
H -2.333 2.440 -2.406
H -3.460 2.360 1.738
H -4.118 4.721 1.595
H -1.839 1.115 2.463
H -2.475 -0.042 4.548
H -4.493 -3.043 2.270
H -3.927 -1.867 0.188
H -5.051 0.152 -0.913
H -6.219 -0.801 -2.867
H -2.459 -1.561 -4.765
H -1.277 -0.591 -2.837
Te 1.959 -0.993 -3.091
```

Values from the calculation:
Frontier orbital gap in eV: 6.5
Energy in eV: -110394.9985
Energy relative to the best compared isomer or geometry (same formula, charge and spin) in eV: 3.525
Net charge: +1

Atomic partial charges in e from the Mulliken method, atoms 1 to 5: atom 1 (Zr): -0.20, atom 2 (O): -0.39, atom 3 (C): 0.03, atom 4 (N): -0.44, atom 5 (C): 0.28